{"formula": "C2H7B4IMnO4", "method": "wB97M-V/def2-TZVPD", "elements": ["C", "C", "B", "O", "B", "O", "B", "O", "B", "I", "O", "H", "H", "H", "H", "H", "H", "H", "Mn"], "xyz": [[1.847, -0.593, 0.427], [1.706, 0.843, 0.988], [0.581, 1.523, 0.159], [0.802, 2.642, -0.602], [-0.977, 0.750, 0.216], [-1.537, 0.270, 1.374], [-1.916, -1.048, 1.433], [-2.353, -1.626, 0.198], [-1.957, -0.968, -0.876], [-1.496, -2.206, -2.703], [-1.764, 0.355, -0.985], [1.873, -0.618, -0.668], [1.055, -1.257, 0.790], [2.784, -1.038, 0.758], [1.385, 0.778, 2.032], [2.641, 1.393, 0.906], [0.578, 2.598, -1.542], [-1.837, -1.703, 2.406], [-1.417, -0.095, -4.310]], "nbo_charge": [-0.60, -0.78, 0.73, -0.86, 0.90, -0.87, 1.02, -0.88, 1.06, 0.02, -0.94, 0.18, 0.19, 0.26, 0.26, 0.26, 0.49, -0.04, 1.61], "charge": 2, "multiplicity": 6, "gap_ev": [4.1, 4.0], "e_homo_ev": [-15.87, -15.87]}